--- one ---
Below is a cluster of 2 separate species, C5H11ClSi in total, with properties calculated with wB97M-V/def2-TZVPD.

Each line ends with the Löwdin charge.
CARTESIAN COORDINATES (ANGSTROEM)
C (-2.3383, -0.6652, 0.1765)  -0.2211
C (-1.9629, -0.3615, -1.2469)  -0.2541
C (-1.1986, -1.2777, -0.4917)  -0.2218
C (1.2957, 0.2575, 2.0529)  -0.2856
C (1.6035, 1.0290, -1.1074)  -0.2184
Si (1.5868, -0.2767, 0.3351)  0.3273
Cl (2.8065, -1.9233, 0.2486)  0.2721
H (-2.0415, -0.0491, 0.9719)  0.0510
H (-3.2430, -1.2327, 0.4379)  0.0980
H (-2.6557, -0.7635, -2.0637)  0.1210
H (-1.6173, 0.6618, -1.4787)  0.0789
H (-1.2484, -2.3169, -0.7523)  0.0540
H (1.1617, -0.7160, 2.6434)  0.0511
H (2.1751, 0.9369, 2.4882)  0.0865
H (0.2595, 0.6323, 2.0243)  0.0171
H (0.5412, 1.1169, -1.4004)  -0.0003
H (1.8966, 2.0747, -0.7931)  0.0457
H (2.1078, 0.6840, -1.9715)  -0.0012

Output
M   134.682 g mol⁻¹
Highest occupied orbital energy (alpha / beta)   -7.22 / -7.22 eV
Spin multiplicity   1


--- two ---
Below is an isolated molecule of C5H11ClSi, with properties calculated with wB97M-V/def2-TZVPD.

Each line ends with the Löwdin charge.
CARTESIAN COORDINATES (ANGSTROEM)
C (-0.1401, 2.4908, 0.3795)  -0.0980
C (0.2654, 1.3935, 0.9488)  -0.2531
Si (0.9652, -0.1074, -0.1863)  0.2254
C (0.5892, 0.1799, -2.0581)  -0.1973
Cl (2.9599, -0.2302, 0.2170)  0.3138
C (0.1274, -1.6886, 0.5197)  -0.3334
C (-1.3204, -1.3854, 0.9593)  -0.1470
H (-0.7125, 3.1520, 1.0754)  0.0657
H (-0.0176, 2.7603, -0.7037)  0.0647
H (0.0379, 1.2398, 1.9358)  0.0185
H (-0.3984, 0.6601, -2.2150)  0.0335
H (1.1231, 0.9396, -2.5614)  0.0025
H (0.5558, -0.8341, -2.5306)  0.0419
H (0.2140, -2.4496, -0.2974)  0.0745
H (0.6002, -2.2659, 1.2726)  0.0455
H (-1.3462, -0.7081, 1.7386)  0.0288
H (-1.7183, -0.9411, 0.0872)  0.0573
H (-1.7845, -2.2056, 1.4186)  0.0567

Output
SMILES string   C=C[Si@@](C)(Cl)CC
M   134.682 g mol⁻¹
Highest occupied orbital energy   -9.85 eV
Spin multiplicity   1


Most stable = two